Computed, not measured: a 6-piece molecular cluster, C5H22NO6 overall in a non-equilibrium geometry, with wB97M-V/def2-TZVPD.

Each line ends with the Mulliken spin population.
Atoms and positions in Å:
C 1.51 0.11 0.19  0.02
C 0.71 -0.81 -0.70  -0.04
C 0.19 -2.04 0.13  0.09
C 1.36 -2.71 0.89  0.01
N -0.43 -0.04 -1.30  0.73
C -1.57 -0.79 -1.82  -0.01
O -2.51 -0.86 -0.82  0.16
H 0.96 0.29 1.12  0.00
H 2.46 -0.32 0.46  0.00
H 1.63 1.08 -0.31  -0.01
H 1.32 -1.27 -1.49  0.02
H -0.56 -1.68 0.84  0.00
H -0.32 -2.76 -0.50  0.00
H 2.14 -2.90 0.14  0.00
H 1.00 -3.70 1.14  0.01
H 1.71 -2.14 1.74  0.00
H -0.70 0.56 -0.51  -0.02
H -1.94 -0.38 -2.76  0.01
H -1.29 -1.83 -2.01  0.01
H -0.09 3.38 -0.52  0.00
H -1.06 2.50 0.40  0.00
O -0.23 3.06 0.38  0.00
H 0.90 0.87 -2.92  0.00
H 2.36 1.16 -3.03  0.00
O 1.52 1.25 -3.53  0.01
H -3.08 1.70 0.29  0.00
H -2.60 0.08 -0.38  -0.01
O -2.16 1.37 0.36  0.01
H -0.88 -0.06 2.52  0.00
H -2.05 0.51 1.75  0.00
O -1.86 -0.13 2.50  0.00
H 1.60 1.56 2.32  0.00
H 0.82 2.84 2.47  0.00
O 1.13 2.10 2.97  0.00

Results
- E_tot (Eh) = -709.7684
- spin multiplicity = 2
- ΔE to the lowest compared entry with this formula, charge and spin (eV) = 0.000
- strongest force on any atom (eV/Å) = 3.6

Computed, not measured: a 7-piece molecular cluster, C5H22NO7 overall in a non-equilibrium geometry, with wB97M-V/def2-TZVPD.

Each line ends with the Löwdin charge.
Atoms and positions in Å:
O -1.75 -1.33 -0.82  0.03
C -2.51 -0.51 -0.35  -0.21
C -2.60 -0.18 1.10  -0.14
C -1.51 -0.78 1.99  -0.14
C -0.15 -0.07 1.86  -0.10
C 2.05 -0.87 1.31  0.14
N 0.81 -0.86 1.07  0.06
H -3.17 0.06 -1.02  0.14
H -2.65 0.91 1.21  0.13
H -3.59 -0.50 1.46  0.14
H -1.83 -0.67 3.02  0.12
H -1.40 -1.85 1.82  0.11
H -0.28 0.88 1.36  0.10
H 0.29 0.13 2.83  0.14
H 2.73 -1.48 0.74  0.13
H 2.43 -0.31 2.14  0.11
H 0.42 -1.44 0.34  0.09
H 1.18 -1.75 -3.77  0.07
H -0.16 -1.66 -3.04  0.05
O 0.76 -1.40 -2.98  -0.03
H 0.14 2.93 0.45  0.01
H 0.90 4.05 1.20  0.07
O 0.85 3.10 1.11  -0.06
H -0.71 -2.84 -0.20  0.03
H 0.22 -4.07 -0.12  0.08
O 0.10 -3.18 0.23  -0.06
H 0.83 0.41 -2.71  0.02
H 1.67 1.33 -1.75  0.04
O 0.92 1.33 -2.38  -0.07
H 2.18 2.10 0.66  0.01
H 3.57 1.76 0.00  0.08
O 2.71 1.37 0.25  -0.08
H -1.36 3.15 -1.33  0.08
H -0.30 2.04 -1.45  0.01
O -0.96 2.43 -0.82  -0.07

Results
- E_tot (Eh) = -784.9375
- spin multiplicity = 1
- ΔE to the lowest compared entry with this formula, charge and spin (eV) = 0.187
- strongest force on any atom (eV/Å) = 1.2
- charge = +1

Computed, not measured: C5H22NO8 as an isolated structure in a non-equilibrium geometry, with wB97M-V/def2-TZVPD.

Each line ends with the Löwdin charge.
Atoms and positions in Å:
C -1.31 -0.86 2.89  -0.01
C -0.37 0.03 2.08  -0.49
N -0.43 -0.12 0.70  -0.08
C 0.34 0.90 0.02  -0.06
C -0.25 -1.51 0.22  -0.14
C 1.23 -1.99 0.17  -0.30
O 1.89 -1.40 -0.89  -0.27
O 0.09 1.01 2.63  0.05
H -2.32 -0.82 2.49  0.08
H -1.01 -1.91 2.80  0.06
H -1.27 -0.68 3.96  0.07
H 1.37 0.98 0.38  0.07
H 0.09 1.94 0.22  0.09
H 0.50 0.70 -1.04  0.09
H -0.91 -2.19 0.75  0.10
H -0.62 -1.51 -0.80  0.10
H 1.23 -3.08 0.03  0.11
H 1.66 -1.72 1.15  0.11
H -0.77 -0.82 -3.12  0.01
H -1.88 -1.41 -3.95  0.05
O -1.58 -0.51 -3.69  -0.15
H 3.31 1.21 1.79  -0.02
H 2.22 1.89 2.62  0.01
O 3.20 1.89 2.50  -0.12
H 3.68 -0.69 1.14  0.03
H 2.95 -0.37 -0.25  0.02
O 3.52 -0.01 0.50  -0.11
H -2.84 0.48 -0.99  0.02
H -2.90 0.17 -2.54  0.00
O -3.43 0.44 -1.76  -0.10
H 1.20 -1.37 -1.97  0.01
H 1.15 -1.35 -3.68  0.03
O 0.60 -1.64 -2.93  -0.22
H -3.24 3.28 0.28  0.04
H -3.11 2.70 -1.08  0.00
O -3.17 3.57 -0.65  -0.08

Results
- E_tot (Eh) = -860.4532
- spin multiplicity = 1
- ΔE to the lowest compared entry with this formula, charge and spin (eV) = 2.910
- strongest force on any atom (eV/Å) = 2.4
- charge = -1

Computed, not measured: C5H23B2Cl4CoCrN5O26 as an isolated structure in a non-equilibrium geometry, with wB97M-V/def2-TZVPD.

Each line ends with the Mulliken spin population.
Atoms and positions in Å:
Cr -0.30 2.53 0.40  4.04
Co -0.02 -1.60 2.09  2.81
Cl 2.80 -1.08 3.78  0.00
O 2.11 -1.72 2.64  0.02
O 1.80 -0.78 4.76  0.00
O 3.75 -2.02 4.30  0.01
O 3.46 0.10 3.30  0.00
Cl 3.06 4.02 0.41  0.01
O 3.56 3.61 1.69  0.00
O 2.01 3.12 -0.03  0.01
O 2.53 5.35 0.49  0.00
O 4.11 3.97 -0.57  0.00
Cl -3.63 2.93 -1.01  0.01
O -2.78 2.70 0.16  0.00
O -3.07 4.04 -1.74  0.00
O -3.58 1.74 -1.85  0.00
O -4.98 3.14 -0.59  0.00
Cl -2.53 -0.37 4.36  0.01
O -1.32 -0.51 3.55  0.02
O -2.48 0.90 5.04  0.00
O -3.66 -0.42 3.48  0.00
O -2.58 -1.46 5.29  0.00
B -0.30 2.98 2.78  -0.03
H -1.38 2.96 2.25  0.02
H -0.11 4.08 3.16  0.01
H -0.32 2.22 3.66  0.00
H 0.54 2.67 2.02  -0.03
B -0.01 0.22 0.81  -0.04
H 0.63 0.87 0.10  0.03
H -0.10 -0.85 0.39  0.02
H 0.53 0.18 1.85  0.03
H -1.08 0.66 0.95  0.00
C 0.15 -2.14 -3.84  0.00
N -0.92 -1.98 -2.84  0.00
O -1.92 -1.37 -3.17  0.00
O -0.70 -2.38 -1.71  0.00
H 0.73 -1.23 -3.86  0.00
H -0.33 -2.43 -4.78  0.00
H 0.76 -2.99 -3.56  0.00
C -1.15 2.02 -3.92  0.00
N -0.34 1.61 -2.78  0.02
O -0.54 2.19 -1.74  -0.05
O 0.49 0.73 -2.93  0.02
H -2.09 1.46 -3.86  0.00
H -0.67 1.64 -4.82  0.00
H -1.30 3.09 -3.95  0.00
C -3.41 -1.42 -0.15  0.00
N -2.87 -2.55 0.65  0.00
O -3.27 -3.67 0.45  0.01
O -2.08 -2.27 1.53  0.01
H -3.80 -1.85 -1.06  0.00
H -2.64 -0.69 -0.38  0.01
H -4.18 -1.00 0.50  0.00
C 3.79 0.56 -1.88  0.00
N 3.30 -0.29 -0.74  0.00
O 3.85 -0.13 0.31  0.00
O 2.43 -1.11 -0.99  0.00
H 4.86 0.42 -1.95  0.00
H 3.57 1.59 -1.58  0.00
H 3.34 0.15 -2.77  0.00
C 1.68 -4.34 -0.73  0.00
N 0.56 -4.33 0.24  0.00
O 0.51 -3.36 0.97  0.01
O -0.18 -5.27 0.27  0.00
H 1.58 -5.20 -1.36  0.00
H 2.60 -4.17 -0.17  0.00
H 1.56 -3.44 -1.33  0.00

Results
- E_tot (Eh) = -6750.5426
- spin multiplicity = 8
- ΔE to the lowest compared entry with this formula, charge and spin (eV) = 0.000
- strongest force on any atom (eV/Å) = 2.1
- charge = -2

Computed, not measured: a 6-piece molecular cluster, C5H23N2O6 overall in a non-equilibrium geometry, with wB97M-V/def2-TZVPD.

Each line ends with the Löwdin charge.
Atoms and positions in Å:
N -2.20 -1.42 -0.59  0.16
C -0.85 -1.91 -1.02  -0.03
C 0.06 -0.73 -1.39  -0.43
N 1.22 -0.54 -0.76  0.13
C 1.70 -0.64 1.65  -0.04
C 1.85 -1.34 0.30  -0.40
C 3.32 -1.51 -0.05  -0.05
O -0.32 -0.01 -2.31  0.03
H -2.39 -0.36 -0.83  0.10
H -2.95 -1.96 -1.00  0.16
H -2.27 -1.48 0.45  0.10
H -0.97 -2.53 -1.91  0.14
H -0.42 -2.55 -0.25  0.11
H 1.68 0.34 -0.99  0.15
H 0.66 -0.50 1.90  0.06
H 2.20 0.33 1.62  0.09
H 2.16 -1.23 2.45  0.09
H 1.41 -2.33 0.34  0.13
H 3.84 -2.11 0.69  0.09
H 3.84 -0.56 -0.09  0.09
H 3.47 -2.04 -0.99  0.09
H 0.53 2.76 -0.73  0.02
H 1.40 3.48 0.34  0.07
O 0.96 2.64 0.15  -0.07
H -1.99 -1.19 2.98  0.09
H -1.83 0.12 2.08  0.02
O -2.09 -0.83 2.07  -0.07
H -2.36 1.69 -1.24  0.06
H -2.39 1.40 0.28  0.04
O -2.76 1.10 -0.58  -0.03
H -0.46 3.22 -2.99  0.09
H -0.30 1.72 -2.46  0.02
O -0.49 2.65 -2.20  -0.07
H -1.54 2.50 2.23  0.09
H -0.42 2.05 1.22  0.06
O -1.29 1.77 1.64  -0.07

Results
- E_tot (Eh) = -765.1151
- spin multiplicity = 1
- ΔE to the lowest compared entry with this formula, charge and spin (eV) = 0.000
- strongest force on any atom (eV/Å) = 1.1
- charge = +1

Computed, not measured: a 7-piece molecular cluster, C5H23NO6 overall in a non-equilibrium geometry, with wB97M-V/def2-TZVPD.

Each line ends with the Löwdin charge.
Atoms and positions in Å:
C 0.64 -0.98 0.17  0.02
C -0.58 -1.52 0.23  -0.35
C -0.87 -2.95 0.07  -0.08
C -1.72 -0.64 0.76  -0.17
C -2.76 -0.35 -0.35  -0.27
N -2.12 -0.04 -1.62  0.01
H 1.50 -1.52 -0.17  0.05
H 0.94 0.04 0.23  -0.01
H -1.63 -3.48 0.66  0.09
H -0.01 -3.59 0.27  0.07
H -1.02 -3.28 -0.95  0.08
H -1.20 0.34 1.12  0.09
H -2.11 -1.21 1.65  0.12
H -3.50 -1.16 -0.36  0.11
H -3.28 0.62 -0.04  0.12
H -1.90 -0.89 -2.07  0.05
H -1.50 0.77 -1.64  0.02
O -0.78 2.15 -0.39  -0.06
H -0.07 1.49 -0.41  0.00
H -0.63 2.82 -1.05  0.04
O 2.29 0.46 -1.36  -0.07
H 2.52 0.86 -0.47  0.05
H 3.12 0.25 -1.78  0.06
O 0.15 2.04 -2.78  -0.08
H 1.01 1.64 -2.56  0.02
H -0.08 1.74 -3.69  0.09
O 1.73 1.35 1.66  -0.07
H 2.47 1.85 2.06  0.08
H 1.12 0.84 2.21  0.04
O -0.70 1.83 3.09  -0.08
H -0.61 2.14 2.16  0.03
H -1.62 1.55 3.10  0.04
O 4.06 -1.11 0.72  -0.05
H 3.70 -0.25 0.98  0.01
H 3.43 -1.80 0.54  0.02

Results
- E_tot (Eh) = -710.4185
- spin multiplicity = 1
- SMILES = C=C(C)CCN.O.O.O.O.O.O
- ΔE to the lowest compared entry with this formula, charge and spin (eV) = 2.370
- strongest force on any atom (eV/Å) = 2.7